# 1
Entry from OMol25: one molecule with the formula C6H8N4O in a non-equilibrium geometry (wB97M-V/def2-TZVPD).

Computed properties:
- ΔE to the lowest compared entry with this formula, charge and spin (kcal per mole) = 154.32
- molecular weight (g mol⁻¹) = 152.157

Positions of all 19 atoms, in Å:
C 1.789 2.184 0.417
C 1.105 1.190 0.443
C -0.789 -1.499 -1.003
C 0.078 -1.846 -2.193
C 2.551 3.372 0.653
C -2.440 -0.543 1.268
N 0.608 0.088 0.032
N -1.648 0.081 0.530
N -0.530 -0.449 -0.110
N -0.263 -3.022 -2.778
O 0.921 -1.110 -2.648
H -1.773 -1.801 -1.120
H 3.565 3.274 0.164
H 2.604 3.287 1.826
H 2.142 4.411 0.414
H -2.437 -1.647 1.340
H -3.321 0.046 1.646
H -0.392 -3.935 -2.333
H 0.455 -3.233 -3.486

***

# 2
Entry from OMol25: a 6-piece molecular cluster, C12H36O12 overall in a non-equilibrium geometry (wB97M-V/def2-TZVPD).

Computed properties:
- ΔE to the lowest compared entry with this formula, charge and spin (kcal per mole) = 15.65
- SMILES string = OCCO.OCCO.OCCO.OCCO.OCCO.OCCO
- molecular weight (g mol⁻¹) = 372.408

Positions of all 60 atoms, in Å:
O -3.264 4.570 -2.651
C -2.142 4.032 -3.359
C -1.809 2.627 -2.902
O -1.939 2.518 -1.493
H -3.897 3.867 -2.476
H -2.414 3.991 -4.419
H -1.333 4.740 -3.202
H -0.797 2.322 -3.204
H -2.462 1.904 -3.416
H -1.664 1.620 -1.266
O 0.038 -2.299 -4.303
C -1.280 -2.399 -4.832
C -1.409 -1.320 -5.861
O -2.716 -1.375 -6.405
H 0.092 -2.911 -3.565
H -1.482 -3.379 -5.272
H -2.016 -2.193 -4.046
H -0.645 -1.409 -6.644
H -1.196 -0.353 -5.384
H -2.916 -0.537 -6.830
O 4.594 -3.575 4.270
C 3.160 -3.690 4.365
C 2.548 -3.611 2.986
O 2.950 -2.406 2.358
H 4.965 -4.408 3.964
H 2.951 -4.620 4.892
H 2.840 -2.799 4.903
H 1.461 -3.628 3.076
H 2.863 -4.445 2.348
H 3.910 -2.351 2.321
O -2.600 1.319 5.094
C -1.199 1.417 5.242
C -0.474 0.640 4.175
O -0.815 1.289 2.949
H -2.802 1.633 4.206
H -0.883 2.467 5.139
H -0.941 1.137 6.262
H -0.806 -0.402 4.203
H 0.603 0.752 4.327
H -0.494 0.736 2.228
O 0.483 3.705 -0.681
C 0.991 2.756 0.265
C 2.059 1.881 -0.357
O 2.931 1.316 0.592
H -0.370 3.382 -1.011
H 1.339 3.289 1.153
H 0.178 2.138 0.680
H 2.659 2.445 -1.069
H 1.591 1.084 -0.957
H 2.539 0.599 1.100
O 0.818 -0.912 1.444
C -0.217 -1.661 0.816
C -0.281 -1.256 -0.649
O -0.930 0.002 -0.776
H 1.388 -1.529 1.930
H -0.092 -2.746 0.865
H -1.189 -1.386 1.246
H -0.749 -2.000 -1.286
H 0.770 -1.147 -0.959
H -0.497 0.570 -0.123

***

# 3
Entry from OMol25: one molecule with the formula C7H8BNO2 in a non-equilibrium geometry (wB97M-V/def2-TZVPD).

Computed properties:
- ΔE to the lowest compared entry with this formula, charge and spin (kcal per mole) = 31.25
- spin multiplicity = 3
- <S²> = 2.03
- molecular weight (g mol⁻¹) = 148.958

Positions of all 19 atoms, in Å:
B -2.671 -0.735 -0.013
C -1.540 1.882 -0.071
C -1.197 -0.552 -0.256
C -0.691 0.731 -0.090
C 0.680 -1.954 0.432
C 1.503 2.068 0.122
C -0.268 -1.682 -0.393
C 0.711 1.116 -0.393
N -2.853 1.861 0.019
O -3.530 0.696 0.200
O -3.545 -1.718 0.034
H -1.165 2.846 -0.014
H 1.203 -2.894 0.172
H 0.937 -1.364 1.242
H 2.586 2.114 -0.263
H 1.204 2.897 0.799
H -0.512 -2.431 -1.051
H 1.172 0.389 -1.082
H -4.384 -1.345 -0.100

***

# 4
Entry from OMol25: C4H7ClS as an isolated structure in a non-equilibrium geometry (wB97M-V/def2-TZVPD).

Computed properties:
- ΔE to the lowest compared entry with this formula, charge and spin (kcal per mole) = 82.31
- molecular weight (g mol⁻¹) = 122.620

Positions of all 13 atoms, in Å:
C 1.207 -0.275 0.779
C 0.121 0.588 0.032
C -1.153 0.264 -0.251
C -0.161 0.365 -1.499
H -0.509 -1.618 1.736
H 1.432 -0.997 0.026
H 2.286 -0.026 0.994
H -1.445 -0.799 -0.356
H -1.961 0.941 -0.033
H 0.001 -0.800 -2.308
H -0.233 1.286 -2.053
S 0.621 -1.250 2.240
Cl -0.206 2.319 0.691

***

# 5
Entry from OMol25: C37H48BrN6O3PReSi as an isolated structure (wB97M-V/def2-TZVPD).

Computed properties:
- net charge = +2
- ΔE to the lowest compared entry with this formula, charge and spin (kcal per mole) = 0.00
- spin multiplicity = 4
- <S²> = 3.77
- molecular weight (g mol⁻¹) = 950.001

Positions of all 98 atoms, in Å:
Re 0.045 -0.252 0.181
O -2.150 -5.697 -1.814
C -1.734 -4.592 -1.213
C -1.535 -4.476 0.167
C -1.081 -3.285 0.680
N -0.830 -2.208 -0.087
C -1.074 -2.346 -1.400
Br -0.850 -0.692 -2.282
C -1.499 -3.478 -2.029
H -2.319 -6.418 -1.193
H -1.730 -5.305 0.833
H -0.910 -3.177 1.740
H -1.671 -3.520 -3.095
O 1.946 3.227 0.654
C 1.985 2.160 0.111
O 0.858 1.463 -0.125
C 3.254 1.567 -0.420
C 4.302 2.470 -0.586
C 5.522 2.061 -1.094
C 5.715 0.731 -1.438
C 4.685 -0.178 -1.269
C 3.447 0.223 -0.762
P 2.247 -1.115 -0.520
C 2.363 -2.069 -2.060
C 2.231 -1.353 -3.254
C 2.289 -2.004 -4.473
C 2.476 -3.381 -4.516
C 2.625 -4.096 -3.337
C 2.572 -3.444 -2.111
C 2.915 -2.131 0.830
C 2.274 -3.323 1.181
C 2.698 -4.057 2.277
C 3.754 -3.597 3.054
C 4.384 -2.407 2.725
C 3.971 -1.676 1.618
H 4.132 3.503 -0.316
H 6.320 2.779 -1.226
H 6.665 0.400 -1.836
H 4.848 -1.216 -1.533
H 2.110 -0.275 -3.231
H 2.201 -1.438 -5.391
H 2.528 -3.891 -5.469
H 2.804 -5.162 -3.368
H 2.738 -4.016 -1.209
H 1.447 -3.693 0.587
H 2.211 -4.991 2.524
H 4.085 -4.168 3.911
H 5.209 -2.045 3.325
H 4.479 -0.752 1.373
N 3.178 0.856 4.301
N 2.133 0.228 3.663
N 1.528 -0.814 4.175
C 0.705 -1.151 3.194
N 0.841 -0.328 2.148
N 1.780 0.553 2.466
H 3.010 0.805 5.301
H 3.219 1.818 3.976
H 0.007 -1.964 3.266
C -3.572 2.863 2.737
C -2.241 2.272 2.217
C -1.268 3.426 1.930
C -1.652 1.492 3.398
Si -2.588 1.258 0.604
C -3.949 -0.082 0.818
C -3.981 -1.160 -0.275
C -3.816 -0.809 2.164
C -5.323 0.629 0.797
C -2.828 2.357 -0.964
C -3.583 1.669 -2.113
C -1.507 2.886 -1.544
C -3.693 3.580 -0.572
H -3.324 3.570 3.534
H -4.212 2.099 3.179
H -4.146 3.408 1.992
H -1.080 3.960 2.866
H -1.664 4.157 1.228
H -0.306 3.086 1.547
H -1.593 2.174 4.251
H -0.644 1.155 3.194
H -2.253 0.640 3.710
H -3.192 -1.896 -0.126
H -3.914 -0.769 -1.288
H -4.928 -1.703 -0.199
H -2.811 -1.216 2.319
H -4.521 -1.644 2.190
H -4.052 -0.164 3.009
H -5.575 1.022 -0.186
H -5.406 1.438 1.519
H -6.088 -0.111 1.052
H -3.072 0.794 -2.509
H -3.668 2.386 -2.934
H -4.597 1.375 -1.845
H -0.919 2.094 -2.010
H -0.870 3.373 -0.809
H -1.743 3.616 -2.324
H -4.661 3.301 -0.156
H -3.888 4.149 -1.485
H -3.196 4.252 0.123

***

# 6
Entry from OMol25: a 2-piece molecular cluster, C3H3BN2 overall in a non-equilibrium geometry (wB97M-V/def2-TZVPD).

Computed properties:
- ΔE to the lowest compared entry with this formula, charge and spin (kcal per mole) = 75.97
- molecular weight (g mol⁻¹) = 77.883

Positions of all 9 atoms, in Å:
B -1.404 -0.771 0.096
C -3.333 1.254 -0.040
C -2.279 -1.925 0.053
C -0.120 0.038 -0.019
N -4.141 2.066 -0.031
N -3.012 -2.842 0.009
H 0.867 -0.379 0.438
H -0.243 1.037 0.153
H -0.305 -0.186 -1.138